The following is a quantum chemistry calculation of a structure of composition C29H49ClNO2PPb at a distorted geometry, from the Open Molecules 2025 dataset.

Calculated values
HOMO level   -5.95 eV
Kohn-Sham gap   4.4788 eV

Last column: Löwdin charge in e.
Positions of all 84 atoms, in Å:
Pb1 2.58 1.77 1.68  1.097
Cl1 3.54 0.82 -0.37  -0.142
P1 -2.42 -0.48 0.27  0.978
C1 -1.03 -0.67 -0.77  -0.266
H1 -0.55 0.28 -1.10  -0.015
H2 -0.29 -1.44 -0.51  -0.005
C2 -2.61 1.13 1.16  -0.369
C3 -2.38 -1.70 1.64  -0.368
C4 -4.08 1.49 1.44  -0.204
H3 -2.11 0.97 2.14  0.095
C5 -4.13 2.73 2.34  -0.191
H4 -4.58 1.70 0.48  0.102
H5 -4.63 0.66 1.91  0.095
C6 -3.37 3.91 1.73  -0.200
H6 -5.18 3.00 2.51  0.110
H7 -3.70 2.47 3.31  0.117
C7 -1.94 3.54 1.31  -0.201
H8 -3.91 4.27 0.85  0.113
H9 -3.34 4.73 2.45  0.106
C8 -1.90 2.28 0.45  -0.209
H10 -1.48 4.36 0.76  0.107
H11 -1.33 3.36 2.21  0.110
H12 -2.40 2.45 -0.52  0.113
H13 -0.86 2.01 0.21  0.086
C9 -3.82 -0.78 -0.93  -0.372
C10 -2.31 -3.14 1.12  -0.197
H14 -1.42 -1.43 2.11  0.104
C11 -2.18 -4.16 2.26  -0.199
H15 -3.22 -3.36 0.54  0.112
H16 -1.46 -3.24 0.43  0.105
C12 -3.27 -4.01 3.33  -0.205
H17 -2.22 -5.18 1.84  0.107
H18 -1.20 -4.06 2.72  0.111
C13 -3.36 -2.57 3.85  -0.194
H19 -4.24 -4.31 2.91  0.113
H20 -3.06 -4.69 4.17  0.106
C14 -3.46 -1.53 2.73  -0.202
H21 -4.23 -2.47 4.51  0.111
H22 -2.48 -2.33 4.47  0.106
H23 -4.46 -1.57 2.28  0.100
H24 -3.36 -0.54 3.20  0.086
C15 -3.82 0.34 -1.98  -0.209
H25 -3.44 -1.71 -1.39  0.118
C16 -4.71 -0.02 -3.17  -0.191
H26 -4.19 1.28 -1.53  0.104
H27 -2.80 0.54 -2.32  0.074
C17 -6.13 -0.47 -2.76  -0.203
H28 -4.79 0.85 -3.84  0.110
H29 -4.23 -0.83 -3.74  0.115
C18 -6.12 -1.50 -1.62  -0.201
H30 -6.72 0.40 -2.46  0.111
H31 -6.63 -0.91 -3.64  0.106
C19 -5.24 -1.08 -0.44  -0.201
H32 -7.14 -1.66 -1.27  0.107
H33 -5.75 -2.45 -2.02  0.114
H34 -5.67 -0.20 0.04  0.102
H35 -5.23 -1.88 0.31  0.094
C20 -0.29 0.84 -3.56  -0.134
C21 -0.31 -0.52 -3.42  -0.153
H36 -1.22 1.42 -3.49  0.088
C22 0.89 -1.37 -3.67  -0.196
H37 -1.25 -1.04 -3.26  0.078
C23 2.22 -0.61 -3.48  -0.220
H38 0.87 -2.24 -2.99  0.104
H39 0.89 -1.79 -4.69  0.113
C24 2.18 0.77 -4.15  -0.209
H40 2.41 -0.48 -2.41  0.038
H41 3.06 -1.19 -3.89  0.107
C25 0.98 1.62 -3.68  -0.213
H42 3.11 1.30 -3.91  0.099
H43 2.14 0.64 -5.24  0.111
H44 1.22 2.08 -2.70  0.098
H45 0.85 2.46 -4.38  0.103
O1 -1.35 0.36 4.16  0.031
C26 -0.15 0.05 4.14  -0.461
C27 0.66 -0.46 5.32  -0.090
C28 1.90 -1.03 4.68  -0.097
C29 1.84 -0.47 3.29  -0.570
O2 2.85 -0.40 2.52  -0.236
N1 0.65 0.12 3.00  0.095
H46 0.88 0.39 5.98  0.130
H47 0.11 -1.20 5.91  0.120
H48 2.82 -0.72 5.18  0.125
H49 1.88 -2.13 4.63  0.137